No. 1
DFT (wB97M-V/def2-TZVPD) results for C32H49Br3N10O15 as an isolated structure.

```
109
Properties=species:S:1:pos:R:3:lowdin_charge:R:1
O -8.133 -20.519 1.517 -0.301
C -9.002 -19.453 2.039 -0.311
C -8.824 -18.536 3.315 -0.230
O -7.652 -17.708 3.501 -0.032
H -10.061 -19.709 2.075 0.062
H -9.092 -18.713 1.244 0.014
H -8.913 -19.222 4.157 0.080
H -9.652 -17.878 3.578 0.086
C -12.799 -16.828 -0.801 -1.471
Br -12.719 -14.883 -0.489 0.543
Br -11.385 -17.937 0.072 0.688
Br -12.698 -17.037 -2.739 0.535
H -13.809 -17.088 -0.484 -0.021
C -8.380 -22.306 -3.323 -0.017
C -8.507 -21.532 -4.501 -0.010
C -9.160 -20.315 -4.354 -0.331
C -9.326 -19.653 -3.116 -0.015
C -8.939 -20.316 -1.984 -0.004
C -8.494 -21.642 -2.157 -0.290
O -8.200 -22.303 -0.961 0.005
O -9.698 -19.793 -5.512 0.019
H -8.009 -23.309 -3.476 0.114
H -8.203 -21.806 -5.500 0.111
H -9.777 -18.679 -3.000 0.091
H -8.911 -19.746 -1.067 0.098
H -8.414 -21.789 -0.178 0.042
H -9.555 -18.854 -5.373 0.091
C -5.980 -25.967 0.263 0.005
C -6.055 -24.530 0.270 0.026
C -5.789 -23.829 1.460 -0.321
C -5.594 -24.558 2.608 -0.028
C -5.506 -25.933 2.649 -0.002
C -5.751 -26.590 1.470 -0.423
O -5.864 -27.901 1.467 0.040
O -5.964 -22.465 1.368 0.028
H -5.939 -26.578 -0.627 0.111
H -6.290 -23.993 -0.637 0.101
H -5.586 -23.905 3.468 0.108
H -5.367 -26.473 3.574 0.118
H -6.767 -28.110 1.217 0.113
H -6.866 -22.439 1.039 0.041
C -9.416 -24.750 5.240 -0.023
C -9.524 -24.348 3.922 -0.027
C -8.717 -23.358 3.474 -0.363
C -7.814 -22.726 4.343 0.000
C -7.873 -22.996 5.745 0.006
C -8.476 -24.191 6.116 -0.321
O -8.334 -24.768 7.363 0.026
O -9.003 -22.888 2.255 -0.012
H -10.023 -25.557 5.622 0.110
H -10.276 -24.925 3.403 0.121
H -7.270 -21.911 3.887 0.111
H -7.130 -22.566 6.401 0.103
H -9.150 -25.201 7.625 0.092
H -8.727 -21.975 2.146 0.014
C -10.212 -16.424 6.489 0.026
C -11.346 -15.578 6.439 -0.041
C -11.308 -14.283 6.745 -0.358
C -10.223 -13.737 7.328 -0.026
C -9.121 -14.511 7.446 -0.029
C -9.080 -15.847 7.097 -0.319
O -7.910 -16.533 7.069 0.025
O -12.545 -13.699 6.614 0.035
H -10.191 -17.492 6.330 0.105
H -12.217 -15.886 5.880 0.108
H -10.070 -12.690 7.542 0.122
H -8.280 -14.065 7.955 0.116
H -8.176 -17.432 7.279 0.022
H -13.188 -14.374 6.386 0.090
C -13.809 -18.464 3.566 -0.795
O -14.007 -17.395 4.090 0.033
N -13.160 -18.554 2.500 0.125
N -14.467 -19.626 3.726 0.162
H -12.927 -19.473 2.151 0.083
H -12.484 -17.850 2.241 0.017
H -14.287 -20.502 3.258 0.063
H -15.262 -19.643 4.349 0.106
C -7.609 -19.326 7.659 -0.783
O -8.829 -19.141 7.907 -0.001
N -7.159 -19.241 6.490 0.204
N -6.748 -19.763 8.538 0.184
H -6.161 -19.265 6.333 0.137
H -7.722 -19.272 5.652 0.099
H -5.776 -19.938 8.325 0.115
H -7.057 -19.754 9.499 0.123
C -9.224 -14.380 2.795 -0.800
O -9.299 -13.198 2.633 0.048
N -10.182 -15.191 3.068 0.197
N -8.083 -15.053 2.778 0.151
H -9.939 -16.136 3.330 0.069
H -11.084 -14.764 3.223 0.129
H -8.191 -16.057 2.757 0.031
H -7.259 -14.488 2.633 0.121
C -12.400 -22.420 2.275 -0.819
O -13.613 -22.427 2.274 0.013
N -11.729 -23.160 1.527 0.206
N -11.698 -21.882 3.248 0.194
H -12.220 -23.684 0.817 0.138
H -10.724 -23.219 1.610 0.083
H -12.082 -21.511 4.106 0.121
H -10.695 -21.811 3.153 0.080
C -7.488 -16.009 -1.062 -0.860
O -8.630 -15.795 -1.427 0.014
N -6.546 -15.723 -1.780 0.171
N -7.109 -16.372 0.126 0.198
H -5.575 -15.778 -1.506 0.126
H -6.829 -15.484 -2.719 0.139
H -6.115 -16.201 0.177 0.110
H -7.752 -16.470 0.899 0.088
```

The molar mass is 1053.511 g/mol. The spin multiplicity is 2. Its expectation value of S² is 0.756. The largest force on an atom is 11.08 eV Å⁻¹. Its net charge is -1. The calculation puts the energy at -10646.894794 a.u. The value obtained for the frontier orbital gap (alpha / beta) is 7.647 / 5.868 eV.

---

No. 2
DFT (wB97M-V/def2-TZVPD) results for C32H49Cl2HfO2P as an isolated structure.

```
87
Properties=species:S:1:pos:R:3:lowdin_charge:R:1
Hf -0.108 -0.997 2.384 1.058
Cl 1.512 0.717 2.920 0.070
P 0.920 0.410 -0.607 1.100
C 0.233 -2.569 3.555 -0.336
H -0.663 -3.199 3.702 -0.069
H 0.518 -2.356 4.598 -0.062
C -0.242 0.845 -2.044 -0.426
C 2.249 -0.705 -1.363 -0.436
C -0.915 -0.418 -2.591 -0.219
H -1.006 1.426 -1.493 0.106
C -2.095 -0.058 -3.506 -0.193
H -0.189 -1.019 -3.160 0.100
H -1.282 -1.042 -1.766 0.076
C -1.702 0.902 -4.633 -0.205
H -2.516 -0.980 -3.924 0.112
H -2.877 0.401 -2.885 0.115
C -0.905 2.110 -4.135 -0.196
H -1.109 0.357 -5.380 0.112
H -2.605 1.251 -5.145 0.106
C 0.253 1.728 -3.202 -0.209
H -0.506 2.672 -4.988 0.109
H -1.579 2.786 -3.592 0.113
H 1.013 1.189 -3.785 0.098
H 0.731 2.644 -2.831 0.080
C 1.852 2.040 -0.317 -0.463
C 2.570 -0.550 -2.858 -0.218
H 3.143 -0.402 -0.786 0.111
C 3.748 -1.440 -3.254 -0.195
H 1.688 -0.832 -3.451 0.097
H 2.808 0.494 -3.107 0.089
C 3.516 -2.917 -2.902 -0.206
H 3.931 -1.337 -4.330 0.110
H 4.650 -1.083 -2.738 0.114
C 3.072 -3.115 -1.453 -0.197
H 2.752 -3.329 -3.576 0.112
H 4.436 -3.482 -3.086 0.106
C 1.932 -2.170 -1.027 -0.228
H 2.754 -4.151 -1.299 0.109
H 3.931 -2.943 -0.791 0.115
H 0.996 -2.471 -1.524 0.111
H 1.760 -2.284 0.055 0.085
C 0.872 3.214 -0.129 -0.220
H 2.284 1.814 0.674 0.037
C 1.599 4.468 0.363 -0.195
H 0.374 3.441 -1.083 0.100
H 0.081 2.937 0.582 0.082
C 2.810 4.844 -0.512 -0.203
H 0.895 5.309 0.393 0.108
H 1.942 4.298 1.393 0.113
C 3.735 3.667 -0.800 -0.196
H 2.448 5.265 -1.460 0.112
H 3.379 5.639 -0.018 0.107
C 2.990 2.402 -1.272 -0.209
H 4.470 3.947 -1.564 0.109
H 4.298 3.411 0.107 0.115
H 2.595 2.587 -2.283 0.096
H 3.711 1.577 -1.361 0.101
C -2.149 0.656 2.376 -0.094
C -1.741 -0.106 3.393 -0.328
H -2.738 0.267 1.541 0.124
C -1.083 0.422 4.672 -0.230
H -2.007 -1.185 3.503 0.126
C -1.977 1.577 5.137 -0.191
H -0.971 -0.376 5.416 0.119
H -0.051 0.798 4.540 0.015
C -2.057 2.640 4.064 -0.172
H -2.957 1.126 5.306 0.119
H -1.632 2.007 6.076 0.118
C -2.314 2.135 2.587 -0.134
H -2.853 3.355 4.311 0.111
H -1.117 3.213 4.049 0.114
H -3.354 2.401 2.319 0.126
H -1.668 2.730 1.904 0.106
Cl -4.655 -6.364 4.156 0.682
C -3.956 -5.302 3.002 -0.680
C -4.730 -4.259 2.458 -0.088
C -4.139 -3.386 1.540 -0.018
C -2.786 -3.501 1.217 -0.150
C -2.040 -4.584 1.710 -0.024
C -2.620 -5.483 2.606 -0.091
C -2.198 -2.326 0.507 -0.524
O -2.908 -1.643 -0.240 0.041
O -0.928 -2.024 0.822 -0.249
H -5.766 -4.143 2.760 0.103
H -4.726 -2.589 1.096 0.119
H -0.989 -4.681 1.431 0.123
H -2.043 -6.317 3.025 0.113
```

The molar mass is 746.112 g/mol. The largest force on an atom is 4.63 eV Å⁻¹. The calculation puts the energy at -2708.976631 a.u. The value obtained for the frontier orbital gap (alpha / beta) is 6.161 / 6.160 eV.

---

No. 3
DFT (wB97M-V/def2-TZVPD) results for C32H49Cl5IN3O9P2Ti as an isolated structure.

```
102
Properties=species:S:1:pos:R:3:lowdin_charge:R:1
Ti -0.942 -1.439 -0.558 1.009
C -1.347 -4.417 0.673 -0.140
C -2.679 -4.037 0.033 -0.152
N -2.453 -3.157 -1.118 -0.115
C -2.137 -3.817 -2.387 -0.160
C -0.621 -4.058 -2.551 -0.147
N 0.178 -3.171 -1.694 -0.114
C 1.180 -3.832 -0.847 -0.160
C 0.926 -3.488 0.635 -0.168
N -0.504 -3.218 0.795 -0.126
H -0.835 -5.146 0.044 0.113
H -1.524 -4.886 1.644 0.133
H -3.275 -3.488 0.760 0.118
H -3.230 -4.939 -0.255 0.128
H -3.288 -2.606 -1.265 0.092
H -2.473 -3.155 -3.180 0.112
H -2.668 -4.770 -2.487 0.123
H -0.359 -3.922 -3.601 0.126
H -0.389 -5.094 -2.305 0.110
H 0.608 -2.440 -2.246 0.094
H 2.194 -3.549 -1.128 0.106
H 1.107 -4.911 -0.977 0.110
H 1.463 -2.582 0.906 0.094
H 1.276 -4.305 1.276 0.128
H -0.673 -2.765 1.688 0.078
Cl -7.219 0.751 3.207 0.694
C -5.770 0.240 2.438 -0.716
C -4.712 -0.257 3.194 -0.709
Cl -4.830 -0.327 4.904 0.705
C -3.563 -0.711 2.566 -0.588
Cl -2.257 -1.385 3.472 0.765
C -3.413 -0.697 1.160 -0.418
O -2.348 -1.225 0.624 -0.266
C -4.492 -0.137 0.430 -0.571
Cl -4.304 -0.018 -1.282 0.815
C -5.649 0.305 1.051 -0.707
Cl -6.940 0.917 0.106 0.714
C -1.924 2.630 1.406 -0.012
C -0.920 2.311 2.498 -0.397
C -0.622 3.524 3.357 -0.029
O 0.360 1.887 1.908 -0.173
P 0.873 0.404 1.829 0.506
O 0.053 -0.655 1.212 -0.309
C 2.453 0.606 0.952 -0.170
P 2.166 0.399 -0.836 0.516
O 1.359 -0.809 -1.121 -0.252
O 1.570 1.737 -1.387 -0.161
C 2.373 2.959 -1.411 -0.425
C 2.696 3.292 -2.855 -0.021
C 1.606 4.061 -0.702 -0.020
O 3.595 0.390 -1.515 -0.174
C 4.826 -0.208 -1.060 -0.441
C 5.951 0.579 -1.706 -0.029
C 4.843 -1.680 -1.431 -0.028
O 1.199 -0.094 3.287 -0.169
C 1.717 0.704 4.382 -0.435
C 0.682 0.678 5.494 -0.029
C 3.041 0.107 4.825 -0.033
H -2.918 2.734 1.842 0.099
H -1.938 1.841 0.661 0.062
H -1.658 3.569 0.914 0.092
H -1.293 1.492 3.116 0.118
H -0.207 4.322 2.740 0.090
H 0.081 3.295 4.158 0.070
H -1.551 3.879 3.802 0.099
H 3.101 -0.207 1.288 0.083
H 2.923 1.565 1.169 0.092
H 3.308 2.772 -0.875 0.125
H 1.778 3.458 -3.419 0.084
H 3.245 2.473 -3.318 0.082
H 3.308 4.193 -2.889 0.095
H 0.697 4.306 -1.250 0.080
H 2.221 4.959 -0.648 0.095
H 1.331 3.746 0.304 0.068
H 4.893 -0.102 0.028 0.128
H 5.894 0.484 -2.790 0.094
H 6.917 0.208 -1.368 0.092
H 5.870 1.634 -1.445 0.083
H 4.702 -1.789 -2.506 0.098
H 4.036 -2.207 -0.918 0.062
H 5.795 -2.129 -1.151 0.093
H 1.867 1.727 4.023 0.132
H 0.421 -0.358 5.712 0.094
H -0.226 1.205 5.202 0.068
H 1.082 1.142 6.394 0.093
H 2.909 -0.954 5.038 0.094
H 3.370 0.603 5.737 0.090
H 3.815 0.227 4.067 0.077
I -2.690 4.394 -6.707 0.887
C -2.227 3.000 -5.204 -0.709
C -2.574 1.668 -5.382 -0.132
C -2.257 0.746 -4.404 0.000
C -1.616 1.158 -3.234 -0.137
C -1.298 2.503 -3.062 -0.003
C -1.591 3.426 -4.045 -0.134
C -1.311 0.194 -2.187 -0.561
O -1.023 0.503 -0.990 -0.093
O -1.385 -1.067 -2.391 -0.096
H -3.086 1.349 -6.280 0.099
H -2.513 -0.299 -4.519 0.124
H -0.807 2.779 -2.142 0.103
H -1.332 4.470 -3.922 0.097
```

The molar mass is 1033.740 g/mol. The spin multiplicity is 2. Its expectation value of S² is 0.753. The largest force on an atom is 3.88 eV Å⁻¹. The calculation puts the energy above the lowest of the compared OMol25 structures with the same formula, charge and spin at 13.04 kcal per mole. Its net charge is +1. The calculation puts the energy at -6221.263721 a.u. The value obtained for the frontier orbital gap (alpha / beta) is 7.390 / 8.193 eV.